# 1
{
  "formula": "C7H7N",
  "method": "ωB97M-V/def2-TZVPD",
  "symbols": ["C", "N", "H", "C", "H", "H", "H", "H", "C", "C", "H", "C", "C", "H", "C"],
  "positions_angstrom": [[-0.8743, -1.4731, 0.1068], [2.5793, -0.0703, -0.3723], [-2.6456, 2.6790, -0.5117], [0.3111, 0.7034, 0.5750], [2.9624, 0.8350, -0.6116], [0.9160, 1.2169, 1.3378], [0.7225, 0.0356, -1.4646], [2.9421, -0.3579, 0.5379], [-1.7601, 2.1550, -0.2115], [1.1285, -0.0244, -0.4575], [0.9495, -1.3331, 1.2557], [-0.8312, 1.5069, 0.1324], [-1.8254, -2.0842, -0.2925], [-2.7743, -2.5889, -0.3458], [0.3301, -0.7827, 0.5487]],
  "homo_lumo_gap_ha": 0.366,
  "lumo_ev": 0.98,
  "relative_energy_kcal_mol": 89.5,
  "homo_energy_ev": -8.97
}


# 2
{
  "formula": "C7H7N",
  "method": "ωB97M-V/def2-TZVPD",
  "symbols": ["C", "C", "H", "C", "C", "H", "H", "H", "H", "H", "C", "N", "H", "C", "C"],
  "positions_angstrom": [[-0.2189, 0.4518, 1.2146], [-0.2660, -1.3315, 0.0274], [0.1918, -0.0998, 1.8573], [0.5333, 0.6497, -0.0914], [0.8882, -0.8779, -0.2599], [-1.1671, 2.0246, -0.6697], [-0.5349, -2.5428, 0.0796], [-1.0147, 0.5692, -1.7925], [1.2340, 1.6588, 0.3700], [-0.4977, 1.4496, 1.6469], [-1.2407, -0.2268, 0.4323], [3.0784, -0.7272, -1.8638], [-2.2830, -0.6288, 0.7558], [2.0853, -1.2026, -0.9955], [-0.7879, 0.8335, -0.7111]],
  "homo_lumo_gap_ha": 0.344,
  "lumo_ev": -0.05,
  "relative_energy_kcal_mol": 176.1,
  "homo_energy_ev": -9.43
}


# 3
{
  "formula": "C7H7N3",
  "method": "ωB97M-V/def2-TZVPD",
  "symbols": ["H", "N", "H", "C", "H", "H", "C", "C", "C", "N", "H", "N", "C", "C", "H", "H", "C"],
  "positions_angstrom": [[1.6266, -0.4338, 2.3074], [2.0934, -0.5864, -0.8589], [-0.7273, -3.1496, 1.5786], [1.5953, -0.3342, 1.1927], [-0.4932, 2.7236, -0.7745], [0.0207, 0.8593, -2.6245], [-0.3628, 1.2397, 0.7051], [-0.7344, 1.6762, -0.6291], [-1.5948, -2.0184, -0.1712], [0.6961, 0.5014, 0.6475], [-0.8488, 1.7163, 1.6169], [2.4065, -0.9116, 0.3363], [0.1225, 0.9216, -1.5705], [1.0818, 0.3132, -0.8150], [-1.8887, -1.3920, -0.9511], [-1.7309, 1.5327, -0.7773], [-1.2623, -2.6579, 0.7876]],
  "homo_lumo_gap_ha": [0.263, 0.263],
  "lumo_ev": [-0.32, -0.32],
  "relative_energy_kcal_mol": 132.7,
  "homo_energy_ev": [-7.47, -7.47]
}


# 4
{
  "formula": "C7H7N3O",
  "method": "ωB97M-V/def2-TZVPD",
  "symbols": ["C", "C", "N", "H", "C", "H", "H", "N", "C", "C", "C", "H", "H", "O", "H", "H", "N", "C"],
  "positions_angstrom": [[-0.4793, -0.7087, -0.8007], [0.1486, 0.5169, -0.0303], [0.0425, -2.7437, 0.6350], [-2.8093, 0.9201, 1.0038], [-2.0237, -0.4567, -0.7080], [-0.2203, -0.9078, -1.7741], [-1.7647, -0.2906, 1.5792], [-0.9214, 1.2848, 0.4295], [-0.1989, -1.8747, -0.0452], [3.5686, 0.5944, 0.2299], [-1.9979, 0.3118, 0.6816], [-2.3746, -1.4921, -0.7534], [4.0566, 1.5668, 0.7005], [4.0084, -0.5203, 0.2027], [-2.2882, -0.0057, -1.6198], [-0.5690, 1.8780, 1.1857], [2.5134, 1.0514, -0.4049], [1.3093, 0.8760, -0.5115]],
  "homo_lumo_gap_ha": [0.218, 0.289],
  "lumo_ev": [0.20, -2.18],
  "relative_energy_kcal_mol": 43.8,
  "multiplicity": 3,
  "homo_energy_ev": [-5.73, -10.05]
}


# 5
{
  "formula": "C7H7N3O3",
  "method": "ωB97M-V/def2-TZVPD",
  "symbols": ["C", "O", "H", "C", "H", "C", "O", "H", "H", "C", "H", "C", "N", "O", "N", "C", "N", "H", "C", "H"],
  "positions_angstrom": [[-1.0682, -0.7701, -0.6424], [2.9921, -0.4025, -0.7531], [-2.6024, 2.0082, 1.4149], [-0.5643, -0.4454, 0.5816], [1.4611, -2.5804, -0.4455], [-2.9675, 0.7432, -0.3879], [3.7634, 1.6499, -0.3124], [-0.8001, 0.9595, 2.2686], [-2.6471, -0.3880, -2.1127], [-2.3001, 1.1705, 0.8400], [-3.7436, 1.4429, -0.8685], [-2.2859, -0.1537, -1.1586], [0.6655, -1.9038, -0.2908], [2.5613, 0.6252, 1.1677], [-0.3271, -1.7067, -1.2216], [-1.1874, 0.5744, 1.3565], [0.5895, -1.1659, 0.7997], [2.0226, -0.1409, 1.3874], [3.0959, 0.7052, -0.0543], [3.3423, -0.2212, -1.5684]],
  "homo_lumo_gap_ha": 0.335,
  "lumo_ev": -0.03,
  "relative_energy_kcal_mol": 0.0,
  "homo_energy_ev": -9.14
}


# 6
{
  "formula": "C7H7N5",
  "method": "ωB97M-V/def2-TZVPD",
  "symbols": ["H", "N", "H", "N", "N", "C", "C", "H", "C", "N", "H", "H", "C", "N", "C", "H", "C", "C", "H"],
  "positions_angstrom": [[0.4534, 1.4746, -0.6136], [3.4282, -0.8485, 0.1313], [-2.5335, -1.8802, -0.4278], [-1.3970, 1.2211, -0.3677], [-0.2539, -0.9056, -0.1293], [3.8004, 0.4550, 0.4668], [2.0948, -1.2804, -0.1970], [2.0724, -2.4899, -0.3831], [-3.8910, -0.1896, 0.1492], [-4.8754, 0.5993, 0.2088], [4.8049, 1.0129, 1.0356], [2.9326, 2.6187, 0.5572], [2.6724, 1.4493, 0.0554], [-2.5998, -0.8128, 0.4647], [1.1277, -0.3877, -0.3302], [-2.2489, 1.6155, 0.0119], [-1.4127, -0.0747, -0.2121], [1.3721, 0.8335, -0.3730], [-0.1791, -1.9598, 0.3100]],
  "homo_lumo_gap_ha": 0.316,
  "lumo_ev": -0.48,
  "relative_energy_kcal_mol": 181.3,
  "homo_energy_ev": -9.09
}


# 7
{
  "formula": "C7H7N5O4Pb",
  "method": "ωB97M-V/def2-TZVPD",
  "symbols": ["O", "O", "H", "C", "H", "N", "H", "C", "C", "H", "H", "H", "O", "N", "H", "Pb", "C", "N", "C", "C", "O", "N", "N", "C"],
  "positions_angstrom": [[2.8567, 0.0370, -1.3644], [1.4341, -0.3441, 2.6034], [-2.1501, 4.0640, -0.1441], [2.0521, 0.7906, -1.0852], [-2.9167, 0.5280, 3.3506], [-3.3063, -1.5883, 1.1029], [0.8874, 4.5347, 0.4900], [-2.8903, -0.0827, 2.4612], [-1.6785, 0.3344, -1.9595], [-1.3595, 4.1047, 1.5489], [0.0980, 4.5024, -1.2001], [-4.6590, -3.0087, 1.0849], [0.2695, -2.2044, -0.0373], [-2.4003, -0.8309, 0.4975], [-3.5761, -3.0328, -0.2066], [-0.3782, 1.6882, 0.0139], [-1.2297, 4.0615, 0.4582], [-3.6946, -1.1308, 2.3041], [0.0048, 4.3102, -0.1230], [-0.0195, -1.1037, -0.1725], [-1.8636, -0.6637, -2.4765], [-2.1049, 0.1260, 1.3801], [-4.1229, -2.4689, 0.4193], [1.0432, 0.5375, 1.9970]],
  "homo_lumo_gap_ha": 0.291,
  "total_charge": 2,
  "lumo_ev": -8.72,
  "relative_energy_kcal_mol": 0.0,
  "homo_energy_ev": -16.64
}


# 8
{
  "formula": "C7H7NO2",
  "method": "ωB97M-V/def2-TZVPD",
  "symbols": ["O", "C", "H", "H", "H", "C", "C", "C", "N", "C", "H", "O", "H", "C", "H", "C", "H"],
  "positions_angstrom": [[1.8129, -0.1456, -2.1576], [-1.3977, -1.6622, 2.7736], [-1.7023, -0.6547, -0.9544], [2.4532, 0.4517, -2.5639], [-2.2048, 1.7958, -0.7022], [-0.1617, -0.7572, 0.6242], [-0.7943, -1.2056, 1.8274], [-0.9974, -0.0393, -0.3895], [-0.2279, 0.9582, -1.1158], [1.1748, -0.7040, 0.4545], [-0.9848, 1.8996, 0.6878], [2.4176, 1.2362, -0.1752], [-1.9287, -2.2316, 3.5165], [1.6834, 0.3266, -0.4901], [0.2832, 0.4940, -2.2497], [-1.2999, 1.4056, -0.2345], [1.8744, -1.1675, 1.1489]],
  "homo_lumo_gap_ha": 0.344,
  "lumo_ev": 0.13,
  "relative_energy_kcal_mol": 149.0,
  "homo_energy_ev": -9.24
}


# 9
{
  "formula": "C7H7NO2P",
  "method": "ωB97M-V/def2-TZVPD",
  "symbols": ["C", "P", "C", "N", "O", "C", "C", "C", "H", "C", "H", "O", "H", "H", "H", "H", "C", "H"],
  "positions_angstrom": [[0.0383, 0.4525, 0.6432], [-2.4423, 1.4941, -0.6346], [1.2711, -1.3095, -0.5365], [2.5807, 0.4185, 0.3386], [-1.9051, -0.8144, 1.9324], [-1.2247, -0.3426, 1.0955], [-0.9915, -0.8317, -1.1881], [0.1539, -1.6903, -1.2126], [-3.1085, 1.0483, 0.6525], [-1.1351, 0.2723, -0.2729], [2.1793, -1.9014, -0.6396], [2.7488, 1.4708, 1.1555], [3.6642, 1.6135, 1.0231], [0.1073, -2.5542, -1.8797], [-1.6492, 2.5704, -0.0311], [0.1423, 1.4309, 1.1829], [1.3639, -0.1026, 0.2165], [-1.7932, -1.2247, -1.8451]],
  "homo_lumo_gap_ha": [0.238, 0.238],
  "total_charge": 1,
  "lumo_ev": [-6.67, -6.67],
  "relative_energy_kcal_mol": 26.9,
  "homo_energy_ev": [-13.15, -13.15]
}


# 10
{
  "formula": "C7H7NO3",
  "method": "ωB97M-V/def2-TZVPD",
  "symbols": ["O", "H", "N", "O", "H", "C", "C", "H", "H", "C", "C", "C", "H", "O", "C", "H", "C", "H"],
  "positions_angstrom": [[1.1997, -1.1285, -1.1645], [3.5749, -0.0858, 0.5605], [-1.8646, -2.9241, 0.3312], [-1.9566, -0.2356, -1.6352], [-3.1298, 0.8015, 0.5890], [-1.7375, -1.8074, 0.1167], [2.4413, -0.9966, -0.8724], [-1.7612, 0.6029, 1.6465], [-1.8137, -1.1613, -2.1389], [-1.9919, 0.7099, 0.5902], [1.3438, -0.0484, 0.8047], [-1.5992, -0.4846, -0.3205], [-0.6098, 2.2339, 0.5353], [-1.5374, 2.0044, 0.2354], [2.5929, -0.3619, 0.3019], [1.1444, 0.4900, 1.7705], [0.5490, -0.5211, -0.1741], [2.9984, -1.2411, -1.7533]],
  "homo_lumo_gap_ha": [0.254, 0.228],
  "lumo_ev": [0.56, -2.79],
  "relative_energy_kcal_mol": 58.5,
  "multiplicity": 3,
  "homo_energy_ev": [-6.35, -8.99]
}


# 11
{
  "formula": "C7H7NOS",
  "method": "ωB97M-V/def2-TZVPD",
  "symbols": ["H", "C", "H", "C", "N", "H", "C", "C", "C", "H", "S", "H", "O", "H", "C", "C", "H"],
  "positions_angstrom": [[-0.5083, 3.4671, 2.1658], [-0.4358, 0.6675, 0.2609], [0.7310, -1.4636, 1.4418], [0.9367, -2.3210, 0.8127], [-0.7333, -2.2886, -1.6582], [0.7012, 3.8895, -0.0105], [-0.4502, 2.7454, 1.4695], [0.2688, 2.8559, 0.3101], [1.1142, -3.0653, -0.1209], [-0.3826, -2.3951, -2.6457], [-0.9997, 1.2050, 1.8395], [1.4023, -3.6252, -0.9899], [-0.2791, -1.1473, -1.2049], [0.6809, 1.7579, -1.3750], [-0.7902, -0.6354, -0.1865], [0.3144, 1.6339, -0.3982], [-1.5704, -1.2808, 0.2895]],
  "homo_lumo_gap_ha": [0.256, 0.286],
  "lumo_ev": [-0.26, -0.37],
  "relative_energy_kcal_mol": 151.7,
  "homo_energy_ev": [-7.23, -8.15]
}


# 12
{
  "formula": "C7H7NOS",
  "method": "ωB97M-V/def2-TZVPD",
  "symbols": ["H", "C", "S", "C", "H", "H", "C", "C", "O", "H", "H", "C", "H", "H", "N", "C", "C"],
  "positions_angstrom": [[-1.4670, -0.3371, 3.5058], [-1.0063, 1.3737, 2.2914], [-0.5679, 1.6758, 0.6544], [-0.9950, -0.7481, 1.4004], [-1.0943, -1.8193, 1.3921], [0.8923, 1.4157, -3.3662], [-1.1969, 0.0532, 2.5413], [1.7080, -0.7701, -1.0992], [-0.3325, 0.4161, -2.0660], [1.8970, -1.8040, -1.3523], [-1.0905, 2.1993, 2.9683], [-0.6556, -0.0230, 0.2914], [2.1150, -0.4683, -0.1414], [-0.7225, -1.4743, -1.3026], [1.9223, 0.1346, -2.1279], [0.8881, 0.6913, -2.5669], [-0.2941, -0.5157, -1.0228]],
  "homo_lumo_gap_ha": 0.326,
  "lumo_ev": 0.83,
  "relative_energy_kcal_mol": 20.3,
  "homo_energy_ev": -8.05
}


# 13
{
  "formula": "C7H7NS2",
  "method": "ωB97M-V/def2-TZVPD",
  "symbols": ["C", "C", "S", "S", "C", "C", "H", "C", "H", "H", "H", "C", "N", "C", "H", "H", "H"],
  "positions_angstrom": [[-1.4791, -1.5779, -1.7320], [-1.4802, 0.1322, 0.3568], [-1.0446, 1.8437, 0.2425], [-0.0910, -2.0025, -0.6713], [-2.2171, -0.5409, -1.4308], [0.6528, 1.2963, -0.2603], [0.4410, 1.0552, -1.3550], [-0.3170, -0.7433, 0.6179], [1.8091, -0.4295, 0.3511], [1.3141, 0.4851, 1.6999], [-0.5398, -1.3882, 1.5034], [0.9469, 0.1583, 0.6650], [-4.2833, 0.7181, -2.1821], [-3.3529, 0.1111, -1.8723], [-2.2715, -0.0428, 1.0910], [1.3151, 2.0587, 0.0167], [-1.6783, -2.1562, -2.5154]],
  "homo_lumo_gap_ha": 0.335,
  "lumo_ev": 0.38,
  "relative_energy_kcal_mol": 69.9,
  "homo_energy_ev": -8.73
}